#a
The following is a DFT calculation (wB97M-V/def2-TZVPD) of a 2-piece molecular cluster, C9H14 overall.

Geometry as XYZ:
```
23
Properties=species:S:1:pos:R:3:nbo_charge:R:1
C -2.393 0.892 0.987 -0.6175
C -2.618 -0.302 1.892 -0.6035
H -1.954 0.552 0.050 0.2258
H -3.332 1.395 0.730 0.1719
H -1.769 1.677 1.400 0.2088
H -3.236 -0.982 1.343 0.1921
H -3.195 0.029 2.770 0.1700
H -1.727 -0.720 2.342 0.2185
C 1.144 -1.186 -2.693 -0.6332
C 1.462 0.803 -1.163 -0.3497
C 1.092 -0.517 -1.335 -0.0084
C 1.098 1.491 0.047 -0.4044
C 0.600 0.729 1.111 -0.2387
C 0.656 -1.274 -0.239 -0.4219
C 0.433 -0.642 1.031 -0.3540
H 1.915 1.325 -1.954 0.1712
H 1.109 2.572 0.180 0.1721
H 1.338 -0.439 -3.478 0.1908
H 0.157 -1.592 -2.923 0.1987
H 0.563 1.197 2.105 0.1726
H 0.400 -2.317 -0.439 0.1694
H 0.034 -1.150 1.902 0.1730
H 1.992 -1.878 -2.740 0.1962
```

LUMO level (alpha / beta) = 4.1 / 4.0 eV
2S+1 = 2
Highest occupied orbital energy (alpha / beta) = 0.94 / -3.45 eV
Net charge = -1
Gap between HOMO and LUMO (alpha / beta) = 3.19 / 7.44 eV

***

#b
The following is a DFT calculation (wB97M-V/def2-TZVPD) of a 2-piece molecular cluster, C9H14 overall.

Geometry as XYZ:
```
23
Properties=species:S:1:pos:R:3:nbo_charge:R:1
C -2.151 -1.404 -2.554 -0.6558
C -2.999 0.162 -0.923 -0.3882
C -1.755 -0.396 -1.514 -0.1543
C -2.921 0.934 0.201 -0.2091
C -1.674 1.240 0.782 -0.3914
C -0.554 -0.106 -0.919 -0.2375
C -0.519 0.673 0.252 -0.3572
H -3.916 0.084 -1.489 0.1717
H -3.845 1.387 0.546 0.1744
H -1.380 -2.135 -2.850 0.1825
H -2.510 -0.824 -3.401 0.1916
H -1.582 1.913 1.630 0.1739
H 0.437 -0.377 -1.281 0.1801
H 0.452 0.841 0.737 0.1645
H -2.870 -2.150 -2.162 0.1688
C 3.457 0.374 2.247 -0.6035
C 3.454 -0.333 0.875 -0.6223
H 3.590 -0.306 3.111 0.1880
H 4.367 0.974 2.262 0.1819
H 2.655 1.043 2.541 0.2146
H 4.468 -0.664 0.716 0.1945
H 2.865 -1.247 0.999 0.2058
H 2.931 0.319 0.194 0.2272
```

LUMO level (alpha / beta) = 3.5 / 3.5 eV
2S+1 = 2
Highest occupied orbital energy (alpha / beta) = 1.07 / -3.23 eV
Net charge = -1
Gap between HOMO and LUMO (alpha / beta) = 2.46 / 6.70 eV

***

Least stable = #b

***

#a
The following is a DFT calculation (wB97M-V/def2-TZVPD) of one molecule with the formula C3HF2NO.

Geometry as XYZ:
```
8
Properties=species:S:1:pos:R:3:nbo_charge:R:1
C -0.629 -0.402 0.010 0.3767
C -0.247 1.627 -0.032 0.3670
C 0.660 -0.327 0.059 0.4956
H -0.229 2.646 -0.006 0.1847
N -1.204 0.828 0.128 -0.4673
O 0.927 1.081 -0.098 -0.4099
F -1.467 -1.419 -0.073 -0.2801
F 1.749 -1.079 0.037 -0.2666
```

LUMO level = 0.8 eV
SMILES = Fc1ncoc1F
Highest occupied orbital energy = -10.07 eV
Net charge = 0
Gap between HOMO and LUMO = 10.87 eV

***

#b
The following is a DFT calculation (wB97M-V/def2-TZVPD) of a 2-piece molecular cluster, C3HF2NO overall.

Geometry as XYZ:
```
8
Properties=species:S:1:pos:R:3:nbo_charge:R:1
C 2.063 0.510 -0.591 0.1112
C -0.106 -0.683 -0.048 0.4475
C 2.051 -0.517 0.340 0.5299
N 1.939 1.214 -1.469 -0.2533
O -0.385 -1.032 -1.123 -0.4088
F 2.050 -0.308 1.609 -0.2940
F 2.940 -1.570 0.060 -0.3263
H -0.524 -0.345 0.962 0.1937
```

LUMO level = -0.2 eV
Highest occupied orbital energy = -9.31 eV
Net charge = 0
Gap between HOMO and LUMO = 9.07 eV

***

Least stable = #b

***

#a
The following is a DFT calculation (wB97M-V/def2-TZVPD) of a 3-piece molecular cluster, C5H14O2 overall.

Geometry as XYZ:
```
21
Properties=species:S:1:pos:R:3:nbo_charge:R:1
C -0.624 0.732 2.361 -0.6332
C -1.283 -0.434 1.672 0.0253
C -1.889 -0.345 0.485 -0.2126
C -2.665 -1.446 -0.130 -0.6513
C -1.393 -1.710 2.486 -0.6635
H 0.470 0.643 2.343 0.2089
H -0.919 0.739 3.405 0.2147
H -0.799 1.630 1.770 0.2175
H -1.857 0.620 -0.013 0.1936
H -2.165 -2.410 -0.027 0.2110
H -3.672 -1.518 0.296 0.2167
H -2.799 -1.330 -1.206 0.2174
H -0.928 -1.652 3.467 0.2149
H -1.120 -2.610 1.934 0.2206
H -2.460 -1.889 2.680 0.2195
H 3.102 -0.455 0.441 0.4671
H 2.625 -0.877 -0.925 0.4653
O 3.307 -0.368 -0.517 -0.9320
H 2.870 3.956 -5.008 0.4614
H 2.465 2.583 -4.814 0.4608
O 3.175 3.067 -5.190 -0.9222
```

LUMO level = 0.6 eV
SMILES = CC=C(C)C.O.O
Highest occupied orbital energy = -8.92 eV
Net charge = 0
Gap between HOMO and LUMO = 9.49 eV

***

#b
The following is a DFT calculation (wB97M-V/def2-TZVPD) of a 3-piece molecular cluster, C5H14O2 overall.

Geometry as XYZ:
```
21
Properties=species:S:1:pos:R:3:nbo_charge:R:1
C -3.033 -0.597 -0.110 -0.6167
C -1.845 0.307 -0.436 -0.3748
C -1.172 0.902 0.836 -0.4456
C -0.093 1.861 0.456 -0.1547
C 1.238 1.761 0.492 -0.4263
H -3.166 -1.164 -1.039 0.2190
H -3.809 0.039 0.285 0.2084
H -2.719 -1.295 0.676 0.2026
H -2.151 1.264 -0.908 0.1956
H -1.057 -0.237 -0.955 0.1987
H -1.996 1.380 1.396 0.2082
H -0.724 0.107 1.483 0.2001
H -0.506 2.886 0.292 0.1815
H 1.603 0.753 0.673 0.1909
H 1.873 2.608 0.280 0.2109
H 1.984 -0.487 -1.755 0.4750
H 2.678 -1.711 -2.263 0.4713
O 1.808 -1.418 -1.955 -0.9438
H 1.599 -1.492 0.452 0.4768
H 2.685 -2.530 0.659 0.4676
O 2.326 -1.748 1.097 -0.9447
```

LUMO level = 0.6 eV
SMILES = C=CCCC.O.O
Highest occupied orbital energy = -9.59 eV
Net charge = 0
Gap between HOMO and LUMO = 10.17 eV

***

Least stable = #b

***

#a
The following is a DFT calculation (wB97M-V/def2-TZVPD) of a 3-piece molecular cluster, C5H14O2 overall.

Geometry as XYZ:
```
21
Properties=species:S:1:pos:R:3:nbo_charge:R:1
C 0.997 -1.875 1.394 -0.6166
C -0.249 -1.244 2.021 -0.4393
C -1.265 -0.755 1.011 0.0538
C -1.826 0.444 1.085 -0.4470
C -1.609 -1.670 -0.126 -0.6599
H 1.588 -2.404 2.156 0.2102
H 0.775 -2.599 0.619 0.2051
H 1.793 -1.220 1.024 0.2152
H -0.608 -1.988 2.731 0.2201
H -0.014 -0.334 2.582 0.2119
H -2.608 0.844 0.444 0.1913
H -1.419 1.310 1.610 0.1890
H -1.382 -2.731 -0.015 0.2142
H -2.609 -1.572 -0.531 0.2260
H -0.873 -1.414 -0.907 0.2248
H 2.731 4.251 -4.399 0.4682
H 2.764 2.801 -3.877 0.4750
O 3.025 3.361 -4.625 -0.9432
H -0.315 1.857 -1.037 0.4709
H 0.510 2.733 -0.180 0.4648
O 0.593 2.205 -0.979 -0.9348
```

LUMO level = 0.7 eV
SMILES = C=C(C)CC.O.O
Highest occupied orbital energy = -9.44 eV
Net charge = 0
Gap between HOMO and LUMO = 10.09 eV

***

#b
The following is a DFT calculation (wB97M-V/def2-TZVPD) of a 3-piece molecular cluster, C5H14O2 overall.

Geometry as XYZ:
```
21
Properties=species:S:1:pos:R:3:nbo_charge:R:1
C -1.775 0.286 -0.312 -0.6280
C -0.863 0.804 0.782 -0.4752
C 0.308 0.120 1.244 0.0180
C 0.310 -1.157 1.675 -0.4240
C 1.404 1.091 1.648 -0.6566
H -1.428 -0.546 -1.051 0.2361
H -2.719 0.076 0.022 0.1999
H -2.113 1.058 -1.057 0.2265
H -0.506 1.777 0.256 0.2201
H -1.527 1.250 1.619 0.2319
H 1.086 -1.648 2.096 0.1995
H -0.685 -1.686 1.551 0.2050
H 1.038 1.788 2.445 0.2303
H 2.310 0.582 1.933 0.2150
H 1.974 1.684 0.819 0.2245
H 0.427 0.538 -3.716 0.4486
H 0.296 -0.748 -2.696 0.4964
O -0.173 0.061 -3.284 -1.0118
H 0.760 -2.432 -1.915 0.5049
H 0.995 -1.333 -0.520 0.5466
O 0.882 -1.567 -1.542 -1.0075
```

LUMO level = 0.7 eV
SMILES = C=C(C)CC.O.O
Highest occupied orbital energy = -9.72 eV
Net charge = 0
Gap between HOMO and LUMO = 10.40 eV

***

#c
The following is a DFT calculation (wB97M-V/def2-TZVPD) of a 3-piece molecular cluster, C5H14O2 overall.

Geometry as XYZ:
```
21
Properties=species:S:1:pos:R:3:nbo_charge:R:1
C 2.316 1.004 -0.983 -0.6432
C 0.906 0.653 -0.302 -0.0106
C 0.513 -0.633 -0.500 -0.1509
C -0.802 -1.293 -0.384 -0.6553
C -0.097 1.703 -0.054 -0.6656
H 2.449 0.685 -2.016 0.2155
H 3.289 0.742 -0.450 0.2189
H 2.237 2.130 -1.074 0.2059
H 1.376 -1.289 -0.771 0.1813
H -0.904 -1.467 0.598 0.2194
H -1.467 -0.461 -0.688 0.2044
H -0.802 -2.172 -1.045 0.2249
H 0.081 2.224 0.834 0.2243
H -1.038 1.209 0.263 0.2029
H -0.332 2.242 -0.985 0.2275
H 0.811 -3.456 5.269 0.4645
H -0.325 -4.379 5.597 0.4654
O 0.268 -3.700 6.025 -0.9300
H -3.043 2.861 -3.410 0.4726
H -2.870 1.470 -2.460 0.4686
O -2.568 1.930 -3.462 -0.9407
```

LUMO level = 0.5 eV
SMILES = CC=C(C)C.O.O
Highest occupied orbital energy = -8.77 eV
Net charge = 0
Gap between HOMO and LUMO = 9.27 eV

***

Least stable = #b

***

#a
The following is a DFT calculation (wB97M-V/def2-TZVPD) of an isolated ion of composition C3H6NO2S and charge +1.

Geometry as XYZ:
```
13
Properties=species:S:1:pos:R:3:nbo_charge:R:1
C -2.785 0.115 1.037 0.3780
C 1.515 -0.405 0.661 -0.6294
C 1.115 0.472 -0.474 -0.5534
N -2.032 -0.224 0.225 -0.4364
O -0.596 -1.528 -1.778 -0.7022
O -1.222 0.952 -1.899 -0.7498
S -0.530 -0.048 -1.179 2.0671
H -3.190 0.554 1.928 0.2899
H 0.597 -0.412 1.457 0.2150
H 1.701 -1.413 0.369 0.2544
H 2.429 0.101 1.118 0.2760
H 1.903 0.297 -1.204 0.3085
H 1.096 1.539 -0.262 0.2824
```

LUMO level = -6.9 eV
SMILES = C#[N+]S(=O)(=O)CC
Highest occupied orbital energy = -16.52 eV
Net charge = +1
Gap between HOMO and LUMO = 9.66 eV

***

#b
The following is a DFT calculation (wB97M-V/def2-TZVPD) of a 2-piece molecular cluster, C3H6NO2S overall.

Geometry as XYZ:
```
13
Properties=species:S:1:pos:R:3:nbo_charge:R:1
C -1.350 -0.138 1.344 0.4560
C 0.547 0.326 -2.251 -0.3635
C -0.654 1.552 -0.278 0.2863
N -1.040 0.792 0.571 -0.3796
O 1.477 -0.855 0.479 -0.8882
O -0.509 -0.866 2.041 -0.6506
S 1.299 -1.118 1.865 1.4021
H -2.282 -0.516 1.468 0.2199
H -0.222 0.465 -2.923 0.1849
H 0.812 -0.744 -1.884 0.2193
H 1.084 1.175 -1.792 0.1899
H -0.358 2.571 -0.424 0.2442
H 1.198 -2.644 1.786 0.0793
```

LUMO level (alpha / beta) = -5.8 / -4.8 eV
Highest occupied orbital energy (alpha / beta) = -12.98 / -13.38 eV
Net charge = +1
Gap between HOMO and LUMO (alpha / beta) = 7.13 / 8.58 eV

***

Least stable = #b

***

#a
The following is a DFT calculation (wB97M-V/def2-TZVPD) of a 2-piece molecular cluster, C4H11NO2 overall.

Geometry as XYZ:
```
18
Properties=species:S:1:pos:R:3:nbo_charge:R:1
C -1.060 3.016 -0.583 -0.4705
N -0.914 1.573 -0.493 -0.0782
C 1.245 0.537 -1.085 -0.6336
C 0.241 0.706 0.008 -0.1775
C -0.512 -0.518 0.560 0.4016
O -0.077 -1.588 0.784 -0.4022
H -2.118 3.173 -0.784 0.2612
H -0.436 3.471 -1.348 0.2870
H -0.787 3.375 0.410 0.2613
H -1.521 0.939 -1.013 0.4064
H 1.900 -0.247 -0.709 0.2821
H 1.768 1.476 -1.285 0.2442
H 0.826 0.323 -2.069 0.2437
H 0.523 1.182 0.953 0.2577
H -1.571 -0.312 0.829 0.1164
H 0.652 -6.346 2.277 0.4662
H 1.281 -5.348 1.456 0.4602
O 0.560 -5.414 2.093 -0.9260
```

LUMO level (alpha / beta) = -3.7 / -8.0 eV
2S+1 = 2
Highest occupied orbital energy (alpha / beta) = -13.35 / -13.35 eV
Net charge = +1
Gap between HOMO and LUMO (alpha / beta) = 9.64 / 5.35 eV

***

#b
The following is a DFT calculation (wB97M-V/def2-TZVPD) of a 3-piece molecular cluster, C4H11NO2 overall.

Geometry as XYZ:
```
18
Properties=species:S:1:pos:R:3:nbo_charge:R:1
N -1.693 2.261 -1.925 -0.6820
C -0.883 1.321 -1.248 0.2140
C -0.619 -0.033 -1.611 -0.2619
C 0.265 -0.875 -0.874 -0.1288
C 0.179 -2.179 -1.278 -0.1504
H -1.982 3.037 -1.345 0.4099
H -2.550 1.773 -1.825 0.3898
H -0.033 1.787 -0.631 0.2295
H -1.192 -0.504 -2.457 0.2404
H 0.887 -0.260 -0.187 0.2643
H 1.046 -2.754 -1.657 0.2364
H -0.729 -2.726 -1.445 0.2309
H 1.505 0.473 1.903 0.4610
H 1.832 1.962 2.036 0.4709
O 1.103 1.341 2.182 -0.9254
H 0.573 -1.699 4.154 0.4929
H 1.542 -1.696 2.905 0.4642
O 0.749 -1.228 3.303 -0.9556
```

LUMO level (alpha / beta) = -5.5 / -6.9 eV
2S+1 = 2
Highest occupied orbital energy (alpha / beta) = -13.77 / -14.21 eV
Net charge = +1
Gap between HOMO and LUMO (alpha / beta) = 8.30 / 7.35 eV

***

Least stable = #b